# 1
48
Properties=species:S:1:pos:R:3:forces:R:3:mulliken_charge:R:1 method="wB97M-V/def2-TZVPD" e_tot_ha=-3382.12888 e_homo_ev="-11.74 / -11.74" e_above_lowest_kj_mol=25.9 orbital_gap_ev="6.818 / 6.826" e_lumo_ev="-4.9 / -4.9" charge=+1
V -2.27339 -0.00598 -0.01782 0.092 -0.760 0.012 0.5461
C -0.43496 -0.96708 -3.43389 -0.011 0.000 -0.001 -1.4599
C 0.37833 -0.07431 -2.49208 0.007 -0.010 0.001 0.8343
C 1.48510 0.65726 -3.25417 0.001 0.005 0.001 -1.5891
C 0.93492 -0.88436 -1.33440 0.015 -0.004 0.001 1.0629
C 1.89633 -1.85639 -1.58892 -0.007 0.004 0.005 -0.5366
C 2.41928 -2.62344 -0.56515 0.002 -0.001 0.002 -1.5629
C 1.98130 -2.43232 0.73396 -0.004 0.000 0.002 -1.0885
C 1.01578 -1.48089 1.04939 -0.005 0.001 0.000 0.7685
C 0.56309 -1.40629 2.50129 0.000 0.000 -0.005 0.4115
C 0.50254 -0.01360 3.13040 -0.001 0.007 0.001 -1.5310
C -0.74971 -2.16351 2.71425 -0.002 -0.006 0.001 -1.1675
C 0.51153 -0.71665 -0.00988 -0.010 -0.003 -0.017 -0.5427
N -0.48754 0.29898 0.24476 -0.104 -0.016 -0.121 1.9307
C -0.00425 1.61668 0.38760 -0.017 0.033 -0.013 -0.5234
C 1.33147 2.00495 0.33230 -0.004 0.000 0.004 -0.2057
C 1.65615 3.34036 0.52245 0.004 -0.006 -0.003 -1.1171
C 0.67800 4.29651 0.76698 -0.007 0.006 0.003 -0.5546
C -0.66306 3.93164 0.82407 0.008 -0.002 -0.002 -1.0747
C -0.93394 2.60731 0.62548 0.008 -0.002 0.002 0.9431
F -2.24315 2.13021 0.65089 -0.014 0.005 0.010 0.0968
H -0.87676 -0.37315 -4.23544 0.001 0.002 0.000 0.4086
H -1.23700 -1.49088 -2.91004 0.002 0.000 0.005 0.2817
H 0.20220 -1.72495 -3.89223 0.001 0.001 0.001 0.3538
H -0.29370 0.69313 -2.09803 -0.005 0.003 0.001 -0.0969
H 2.17112 -0.04607 -3.72780 -0.002 0.000 0.001 0.3343
H 2.06652 1.30168 -2.59330 0.000 0.001 0.001 0.3468
H 1.05368 1.27719 -4.04091 0.000 -0.001 -0.001 0.4522
H 2.23746 -2.01334 -2.60409 -0.002 -0.001 0.000 0.4065
H 3.16855 -3.37426 -0.77770 -0.001 0.000 0.000 0.4216
H 2.39215 -3.03892 1.53164 0.000 -0.001 -0.001 0.4581
H 1.32976 -1.95536 3.05304 -0.001 0.002 0.003 0.5630
H -0.37264 0.55233 2.80609 -0.002 -0.001 0.000 0.1340
H 1.39290 0.57464 2.90605 0.000 0.000 0.000 0.3202
H 0.43437 -0.11233 4.21438 -0.001 -0.002 0.000 0.5171
H -1.58731 -1.63990 2.24685 0.002 0.002 0.001 -0.0258
H -0.97183 -2.24570 3.77920 0.001 0.000 0.001 0.4682
H -0.70812 -3.16643 2.28995 -0.001 0.003 -0.002 0.3271
H 2.09834 1.26338 0.15510 0.000 0.001 0.000 0.6515
H 2.69445 3.63928 0.48171 0.000 -0.001 0.001 0.4554
H 0.95356 5.33130 0.91241 0.000 0.000 -0.001 0.4317
H -1.45442 4.64427 1.00787 -0.001 0.001 0.000 0.5162
S -5.18644 -1.41528 0.79751 0.004 0.005 -0.011 -0.1829
Sb -5.30792 0.80235 -0.19480 -0.022 0.015 0.039 0.5657
S -3.54752 0.70764 -1.78563 0.089 0.023 -0.023 -0.4720
S -3.91558 -0.00134 1.71294 -0.028 0.008 -0.022 -0.2455
O -2.18119 -1.61596 -0.30819 0.023 0.751 0.144 0.4708
O -2.11844 -2.83239 -0.51412 -0.008 -0.060 -0.018 -0.5019

# 2
49
Properties=species:S:1:pos:R:3:forces:R:3:mulliken_charge:R:1 method="wB97M-V/def2-TZVPD" e_tot_ha=-3828.85298 e_homo_ev=-6.19 e_above_lowest_kj_mol=0.0 orbital_gap_ev=6.385 e_lumo_ev=0.2 charge=0
Fe -0.88473 0.17846 -0.30694 -0.057 -0.047 -0.015 -0.7722
C 0.94138 1.11456 1.74325 -0.049 -0.033 0.015 -1.2547
N 0.97648 1.02678 0.26887 0.128 0.154 0.044 0.7452
C 0.91207 2.39982 -0.27357 -0.019 -0.010 0.032 -1.5626
C -0.44628 2.98579 -0.00050 0.017 -0.055 0.004 0.7475
C -0.65413 4.34976 0.07739 0.019 -0.014 -0.011 -0.9148
C -1.94230 4.81707 0.28873 -0.029 0.003 0.004 -0.4755
C -2.96864 3.90118 0.42724 0.004 0.029 -0.003 -0.8202
C -2.67815 2.54884 0.34703 0.054 -0.021 -0.004 -0.4393
N -1.43931 2.09610 0.14337 0.033 0.004 -0.042 0.8370
C 2.22967 0.37982 -0.21431 -0.031 0.015 -0.066 -1.0960
C 2.78832 -0.68825 0.69782 0.077 -0.027 0.009 0.5749
C 3.84039 -0.37847 1.55686 0.038 0.006 -0.020 -0.5538
C 4.33311 -1.34998 2.41201 -0.020 -0.015 -0.003 -0.5226
C 3.76415 -2.61166 2.38002 -0.009 0.036 -0.015 -0.5806
C 2.74029 -2.83969 1.47394 -0.013 -0.065 -0.011 -0.3515
N 2.26350 -1.91151 0.65036 -0.138 -0.034 -0.057 -0.3203
C 0.27853 -0.09810 2.31817 0.009 -0.008 0.123 0.5938
C 0.66335 -0.65555 3.52561 -0.034 -0.012 0.007 -0.7668
C -0.03638 -1.74937 4.00976 0.009 0.034 -0.018 -0.5289
C -1.09129 -2.24410 3.26199 0.016 -0.016 0.002 -0.8504
C -1.40323 -1.63640 2.05730 -0.020 -0.026 -0.037 -0.1689
N -0.73346 -0.57997 1.58795 -0.024 -0.028 0.000 0.5440
H 0.34331 1.98382 2.01813 -0.038 -0.006 -0.013 0.8009
H 1.93486 1.26320 2.17357 -0.004 0.031 -0.009 0.2637
H 1.05664 2.34940 -1.35326 -0.002 -0.004 -0.006 0.5606
H 1.70237 3.02557 0.16388 -0.015 0.015 0.014 0.5880
H 0.17941 5.03001 -0.03855 0.000 -0.002 -0.002 0.4653
H -2.13759 5.88012 0.34241 0.000 0.000 -0.001 0.4075
H -3.98964 4.21832 0.58477 0.000 -0.003 0.002 0.4261
H -3.44195 1.78577 0.41656 -0.005 0.007 0.001 0.4103
H 3.00601 1.14684 -0.30969 -0.029 0.038 -0.064 0.4012
H 2.01446 -0.02388 -1.20381 0.083 -0.018 0.011 0.3952
H 4.27206 0.61452 1.54789 -0.014 0.001 -0.003 0.4157
H 5.14917 -1.12599 3.08675 0.001 0.004 -0.001 0.4217
H 4.10936 -3.40633 3.02645 0.003 -0.003 -0.002 0.4206
H 2.28281 -3.82052 1.40114 -0.007 0.010 -0.001 0.4330
H 1.50407 -0.23955 4.06523 0.000 0.000 0.004 0.4635
H 0.24072 -2.20745 4.95024 0.001 -0.003 0.000 0.4308
H -1.66894 -3.09550 3.59302 0.002 0.001 0.006 0.4470
H -2.20736 -1.99492 1.42544 -0.003 0.013 0.012 0.3440
S -3.11550 -0.58958 -0.47813 -0.004 0.004 -0.022 -0.2074
S -3.44774 -0.63581 -2.52468 -0.001 0.028 -0.016 -0.1409
S -2.65640 1.16473 -3.08918 -0.004 -0.040 0.010 -0.1377
S -0.67914 0.89963 -2.56124 -0.012 0.027 0.007 -0.1571
N -0.30060 -1.65326 -1.04790 0.144 0.034 0.007 -0.2932
H -1.18300 -2.15159 -1.13841 0.014 -0.041 0.046 0.2674
H 0.38162 -2.20095 -0.53399 0.009 -0.020 0.116 0.2001
H 0.04889 -1.51641 -1.99258 -0.081 0.059 -0.033 0.3103